[1]
The following is a DFT calculation (ωB97M-V/def2-TZVPD) of a 2-piece molecular cluster, C3H10NO2 overall.

Each line ends with the Mulliken charge.
Atoms and positions in Å:
O: -0.432 -2.878 1.032  -0.3700
C: -0.534 -1.699 1.032  0.0362
C: -0.619 -0.982 -0.440  -0.6012
N: -0.500 0.468 -0.180  -0.0013
C: -0.286 1.407 -1.277  -0.8668
H: -0.694 -0.981 1.842  0.3244
H: 0.002 -1.441 -1.204  0.4102
H: -1.618 -1.320 -0.787  0.3645
H: -1.329 0.728 0.357  0.3833
H: 0.383 0.488 0.466  0.3284
H: -0.291 0.886 -2.260  0.3282
H: 0.732 1.782 -1.428  0.2920
H: -0.872 2.324 -1.334  0.3539
H: 2.494 0.348 0.745  0.3025
H: 1.898 0.487 2.178  0.3013
O: 1.666 0.382 1.258  -0.5857

Calculated values
Total charge ... +1
E_LUMO ... -3.4 eV
ΔE to the lowest compared entry with this formula, charge and spin ... 2.092 eV
Electronic energy ... -8850.24865 eV

---

[2]
The following is a DFT calculation (ωB97M-V/def2-TZVPD) of a 3-piece molecular cluster, C4H15N2O overall.

Each line ends with the Mulliken charge.
Atoms and positions in Å:
C: 2.352 0.448 0.069  -0.5344
N: 1.217 1.281 -0.239  -0.1859
C: 1.993 -1.043 0.098  -0.4301
N: -2.178 0.384 0.389  -0.2095
C: -3.425 0.797 -0.213  -0.7817
C: 1.118 -1.342 1.320  -0.6492
H: 3.146 0.593 -0.680  0.3422
H: 2.705 0.724 1.062  0.3714
H: 1.587 2.195 -0.496  0.3202
H: 0.527 0.906 -0.906  0.2833
H: 2.964 -1.532 0.094  0.3639
H: -2.360 -0.378 1.039  0.2997
H: -1.446 0.190 -0.296  0.2974
H: -4.053 1.227 0.565  0.3176
H: -3.259 1.568 -0.959  0.3415
H: -3.862 -0.036 -0.776  0.3191
H: 1.518 -0.859 2.213  0.3555
H: 0.128 -0.923 1.141  -0.0885
H: 1.070 -2.407 1.517  0.3353
H: -0.750 -0.190 -2.521  0.2465
H: 1.474 -1.322 -0.822  0.3122
O: -0.466 -0.282 -1.598  -0.6266

Calculated values
Total charge ... +1
E_LUMO ... -9.4 eV
ΔE to the lowest compared entry with this formula, charge and spin ... 7.748 eV
Electronic energy ... -9405.91425 eV

---

[3]
The following is a DFT calculation (ωB97M-V/def2-TZVPD) of an isolated molecule of C20H25N3O2.

Each line ends with the Mulliken charge.
Atoms and positions in Å:
C: -6.588 -0.564 0.438  -1.4053
C: -5.170 -0.433 0.991  -0.4862
N: -4.213 0.006 -0.003  0.2902
C: -4.515 1.249 -0.685  -1.0168
C: -5.131 1.069 -2.075  -1.1070
C: -2.936 -0.499 -0.043  1.8702
C: -2.408 -1.318 0.971  -0.4862
C: -1.128 -1.815 0.899  -1.1761
C: -0.298 -1.524 -0.186  0.5473
C: 1.073 -1.972 -0.248  -0.2142
N: 1.604 -2.553 0.748  -0.4038
O: 2.935 -2.876 0.796  -0.3563
C: 3.800 -2.541 -0.275  -0.4588
C: 3.854 -1.043 -0.614  0.4533
O: 4.235 -0.659 -1.696  -0.6319
N: 3.431 -0.253 0.405  -0.1763
C: 2.982 1.073 0.291  0.4956
C: 3.538 1.965 -0.618  -0.5547
C: 3.016 3.242 -0.709  -0.6735
C: 1.955 3.633 0.088  -0.6620
C: 1.393 2.747 0.999  0.5167
C: 0.234 3.142 1.863  -1.4282
C: 1.921 1.469 1.097  -0.0509
C: -0.811 -0.708 -1.196  -1.3416
C: -2.089 -0.207 -1.126  -0.3785
H: -7.226 -1.003 1.202  0.4231
H: -6.593 -1.217 -0.431  0.3462
H: -7.009 0.399 0.163  0.3267
H: -5.179 0.256 1.850  0.3408
H: -4.870 -1.419 1.344  0.3266
H: -3.595 1.836 -0.773  0.5359
H: -5.205 1.822 -0.057  0.4304
H: -4.497 0.446 -2.700  0.2706
H: -5.241 2.040 -2.551  0.3791
H: -6.108 0.601 -2.015  0.3337
H: -2.989 -1.550 1.849  0.2666
H: -0.737 -2.430 1.694  0.4544
H: 1.608 -1.717 -1.167  0.3336
H: 3.552 -3.090 -1.192  0.3047
H: 4.783 -2.870 0.072  0.3532
H: 3.112 -0.734 1.239  0.3269
H: 4.351 1.651 -1.251  0.4673
H: 3.443 3.940 -1.414  0.3726
H: 1.555 4.633 0.000  0.3618
H: -0.185 4.093 1.542  0.3717
H: 0.554 3.240 2.901  0.3221
H: -0.544 2.382 1.824  0.2745
H: 1.488 0.762 1.792  0.2720
H: -0.190 -0.457 -2.045  0.3580
H: -2.437 0.413 -1.936  0.2825

Calculated values
E_LUMO ... 0.7 eV
Structure (SMILES) ... CCN(CC)c1ccc(/C=N/OCC(=O)Nc2cccc(C)c2)cc1
ΔE to the lowest compared entry with this formula, charge and spin ... 3.121 eV
Electronic energy ... -29709.75477 eV

---

[4]
The following is a DFT calculation (ωB97M-V/def2-TZVPD) of an isolated molecule of C3H5N3S.

Each line ends with the Mulliken charge.
Atoms and positions in Å:
H: 0.480 -2.392 0.574  0.2350
N: 1.237 -1.933 0.033  -0.6132
C: 0.917 -0.742 -0.254  0.0852
N: -0.377 -0.122 -0.074  0.4447
C: -1.577 -0.814 -0.044  -0.1628
S: -3.060 -0.135 -0.023  -0.2440
N: -0.392 1.290 -0.202  -0.6353
C: 0.628 1.988 0.109  -0.3707
H: 1.634 -0.029 -0.670  0.4643
H: -1.426 -1.896 -0.079  0.1949
H: 1.509 1.752 0.768  0.3218
H: 0.428 3.033 -0.138  0.2801

Calculated values
E_LUMO ... -0.3 eV
Structure (SMILES) ... [H]/N=C\N(C=S)N=C
ΔE to the lowest compared entry with this formula, charge and spin ... 2.911 eV
Electronic energy ... -18494.98731 eV

---

[5]
The following is a DFT calculation (ωB97M-V/def2-TZVPD) of C18H16N3O7PPb as an isolated structure.

Each line ends with the Mulliken charge.
Atoms and positions in Å:
Pb: -0.507 0.323 0.285  1.4902
C: 1.326 1.474 4.848  -1.4976
C: 1.394 1.009 3.398  1.0036
O: 0.372 1.143 2.736  -0.5067
C: 2.651 0.446 2.909  0.3783
C: 3.782 0.478 3.744  -0.4856
C: 5.015 0.018 3.351  -0.8870
C: 5.150 -0.499 2.054  -0.2722
C: 4.082 -0.558 1.204  -0.6179
C: 2.770 -0.115 1.581  0.0559
O: 1.813 -0.248 0.759  -0.5037
H: 0.307 1.799 5.044  0.3522
H: 2.007 2.307 5.027  0.3598
H: 1.595 0.669 5.533  0.3723
H: 3.681 0.888 4.741  0.2517
H: 5.864 0.063 4.021  0.3457
H: 6.118 -0.852 1.714  0.3541
H: 4.185 -0.948 0.198  0.3806
O: 0.962 4.619 -4.227  -0.6483
C: 0.661 3.803 -3.384  0.5193
C: 0.284 4.103 -1.947  -0.0076
O: 0.225 5.213 -1.450  -0.6903
C: 0.033 2.801 -1.337  0.8571
C: 0.223 1.763 -2.274  0.7240
O: 0.069 0.527 -1.962  -0.7419
C: 0.616 2.300 -3.572  -0.1254
O: 0.869 1.707 -4.605  -0.7066
O: -0.298 2.569 -0.116  -0.8267
C: -0.492 -5.127 -0.763  -1.1935
P: -0.230 -3.327 -0.415  0.3138
C: -0.699 -2.652 -2.056  -0.7606
C: 1.599 -3.265 -0.571  -0.9017
H: 0.018 -5.442 -1.678  0.2955
H: -1.559 -5.325 -0.873  0.3696
H: -0.123 -5.728 0.070  0.3714
H: -0.292 -3.261 -2.868  0.3729
H: -0.330 -1.633 -2.180  0.1137
H: -1.786 -2.616 -2.142  0.2948
H: 1.950 -3.717 -1.503  0.4285
H: 2.056 -3.786 0.273  0.3592
H: 1.918 -2.223 -0.521  0.0277
N: -3.241 0.123 -0.168  -0.6033
C: -4.344 -0.252 -0.220  0.3540
N: -5.550 -0.752 -0.150  -0.6769
C: -6.387 -0.508 -1.138  0.5156
N: -7.206 -0.362 -1.951  -0.6078

Calculated values
Total charge ... -2
E_LUMO ... 4.3 eV
ΔE to the lowest compared entry with this formula, charge and spin ... 0.115 eV
Electronic energy ... -52267.55985 eV

---

[6]
The following is a DFT calculation (ωB97M-V/def2-TZVPD) of a 8-piece molecular cluster, C23H60Cl2O21S7 overall.

Each line ends with the Mulliken charge.
Atoms and positions in Å:
C: 2.763 -6.630 -1.229  -1.3482
C: 2.063 -5.401 -0.834  -0.0040
O: 2.253 -4.369 -1.809  -0.2703
S: 2.594 -2.873 -1.298  1.1045
C: 4.427 -3.151 -1.173  -0.8377
O: 2.335 -1.900 -2.369  -0.5719
O: 2.144 -2.585 0.086  -0.5335
H: 3.819 -6.437 -1.422  0.3243
H: 2.362 -7.059 -2.148  0.3239
H: 2.706 -7.395 -0.455  0.3804
H: 1.000 -5.642 -0.833  0.2468
H: 2.363 -5.139 0.181  0.3443
H: 4.744 -4.065 -0.670  0.3311
H: 4.608 -2.271 -0.557  0.1757
H: 4.904 -2.949 -2.132  0.3540
C: 1.095 1.545 -4.862  -0.7022
C: 0.291 2.405 -5.937  -0.1165
O: 0.932 3.656 -6.084  -0.3261
S: 0.197 5.030 -5.753  1.0243
C: 0.202 4.765 -3.929  -0.4855
O: 1.079 6.125 -6.181  -0.6295
O: -1.244 5.054 -6.178  -0.5616
H: 0.619 0.597 -4.611  0.3918
H: 1.108 2.089 -3.917  -0.0712
H: 2.065 1.334 -5.311  0.3922
H: 0.400 2.058 -6.965  0.3328
H: -0.749 2.551 -5.647  0.0969
H: 1.213 4.468 -3.649  0.1490
H: -0.472 3.919 -3.791  0.0439
H: -0.039 5.651 -3.342  0.4886
C: -2.953 -2.483 5.355  -0.8274
C: -4.034 -3.608 5.231  -0.6294
O: -4.176 -4.222 6.551  -0.2146
S: -5.319 -5.312 6.758  1.1777
C: -5.093 -5.600 8.633  -0.8169
O: -6.640 -4.602 6.661  -0.6315
O: -4.959 -6.477 5.942  -0.6190
H: -3.131 -2.055 6.341  0.3698
H: -3.015 -1.758 4.543  0.2741
H: -2.007 -3.019 5.277  0.2869
H: -4.987 -3.131 5.003  0.3879
H: -3.760 -4.339 4.470  0.3563
H: -6.030 -5.527 9.186  0.3127
H: -4.364 -4.840 8.914  0.2724
H: -4.611 -6.577 8.667  0.3219
C: 4.995 1.141 0.635  -0.0913
C: 5.894 2.144 -0.095  -0.3925
O: 5.230 2.614 -1.236  -0.3613
S: 4.226 3.973 -1.038  1.0637
C: 5.508 5.290 -0.737  -1.0536
O: 3.608 4.287 -2.340  -0.5564
O: 3.427 3.791 0.186  -0.4805
H: 5.436 0.745 1.550  0.5181
H: 4.636 0.343 -0.015  -0.0161
H: 4.019 1.575 0.851  -0.3684
H: 6.239 2.862 0.650  0.2487
H: 6.795 1.631 -0.431  0.3913
H: 5.111 6.299 -0.850  0.3926
H: 6.274 5.074 -1.482  0.3730
H: 5.880 5.184 0.282  0.3403
C: -3.656 0.545 -3.062  -0.8988
C: -3.932 1.871 -3.831  -0.3584
O: -3.174 1.867 -5.006  -0.2765
S: -3.874 2.120 -6.477  1.0777
C: -4.513 3.896 -6.209  -0.8469
O: -2.801 2.098 -7.511  -0.5758
O: -5.015 1.149 -6.592  -0.6011
H: -2.683 0.387 -2.595  0.0316
H: -3.764 -0.334 -3.697  0.3038
H: -4.406 0.512 -2.272  0.3789
H: -4.986 2.089 -4.005  0.4809
H: -3.616 2.735 -3.247  0.3361
H: -3.678 4.595 -6.173  0.2367
H: -5.226 3.994 -5.390  0.3439
H: -5.190 4.052 -7.049  0.4007
C: -1.144 -1.411 2.396  -1.2680
C: -0.436 -0.125 1.919  0.0350
O: -0.693 0.009 0.529  -0.1237
S: -0.265 1.418 -0.271  0.8404
C: 1.558 1.063 -0.553  -0.1454
O: -0.960 1.573 -1.557  -0.3034
O: -0.236 2.500 0.666  -0.6428
H: -0.624 -2.219 1.882  0.0242
H: -2.219 -1.489 2.233  0.4801
H: -0.925 -1.606 3.446  0.3101
H: -0.834 0.778 2.381  0.4266
H: 0.608 -0.257 2.204  0.0565
H: 2.037 2.020 -0.346  -0.2588
H: 1.693 0.821 -1.608  0.2858
H: 1.775 0.196 0.070  0.1701
C: -1.240 1.226 5.619  -1.0246
C: 0.146 1.806 5.513  -0.3493
O: 0.849 1.002 4.561  -0.1776
S: 2.475 1.279 4.438  1.1055
C: 2.519 2.766 3.369  -0.5986
O: 2.965 1.607 5.803  -0.6692
O: 3.005 0.094 3.711  -0.5262
H: -1.570 0.900 4.632  0.1119
H: -2.058 1.884 5.911  0.4524
H: -1.184 0.315 6.213  0.2745
H: 0.124 2.838 5.163  0.3290
H: 0.635 1.893 6.483  0.3829
H: 2.108 2.417 2.422  -0.0749
H: 3.518 3.203 3.396  0.3736
H: 1.775 3.504 3.670  0.4095
Cl: -2.667 -3.394 -3.482  -0.1541
C: -1.854 -4.019 -2.070  -0.2217
C: -2.053 -3.145 -0.784  -0.0839
Cl: -3.795 -2.998 -0.368  -0.2152
H: -0.781 -4.137 -2.224  0.0434
H: -2.354 -4.972 -1.900  0.3815
H: -1.737 -2.162 -1.132  -0.0218
H: -1.630 -3.539 0.140  0.2585

Calculated values
E_LUMO ... -0.1 eV
Structure (SMILES) ... CCOS(C)(=O)=O.CCOS(C)(=O)=O.CCOS(C)(=O)=O.CCOS(C)(=O)=O.CCOS(C)(=O)=O.CCOS(C)(=O)=O.CCOS(C)(=O)=O.ClCCCl
ΔE to the lowest compared entry with this formula, charge and spin ... 4.496 eV
Electronic energy ... -168706.00294 eV

---

[7]
The following is a DFT calculation (ωB97M-V/def2-TZVPD) of C11H22N2O8P2S2 as an isolated structure.

Each line ends with the Mulliken charge.
Atoms and positions in Å:
C: -5.272 0.294 -2.700  -0.9276
C: -4.445 0.504 -4.038  -0.4701
S: -3.090 -0.755 -4.062  -0.1495
C: -1.744 0.113 -3.169  -0.3178
O: -0.924 -0.778 -2.392  -0.3830
P: 0.466 -0.033 -1.876  0.7653
O: 1.299 0.232 -3.066  -0.6903
O: 1.105 -1.062 -0.785  -0.0857
C: 2.390 -1.594 -1.183  -0.6295
C: 3.106 -2.044 0.149  -0.5720
S: 3.360 -0.576 1.227  -0.0711
C: 4.465 -0.952 2.572  0.4133
N: 5.394 -0.125 3.076  -0.2395
N: 6.070 -0.651 4.109  -0.4302
C: 5.528 -1.871 4.272  0.0249
O: 4.566 -2.083 3.359  -0.2957
O: 0.139 1.358 -1.033  -0.0435
P: 0.038 2.746 -2.029  0.2356
O: -0.570 3.927 -0.988  -0.5506
O: 1.544 3.205 -2.571  -0.3710
H: -4.743 0.746 -1.830  0.2413
H: -5.473 -0.792 -2.531  0.2888
H: -6.260 0.812 -2.819  0.3408
H: -4.068 1.546 -4.124  0.3148
H: -5.148 0.311 -4.887  0.3324
H: -1.132 0.755 -3.853  0.4577
H: -2.229 0.829 -2.448  0.1606
H: 3.067 -0.862 -1.672  0.4425
H: 2.250 -2.527 -1.785  0.2815
H: 4.113 -2.414 -0.162  0.4584
H: 2.525 -2.830 0.682  0.3692
H: 5.852 -2.556 5.074  0.3877
H: -1.122 3.488 -0.314  0.3398
H: 1.356 3.701 -3.390  0.3368
C: -0.540 -0.960 2.471  -0.1951
C: -0.006 0.458 2.557  -0.1960
C: -1.281 1.278 2.493  -0.1986
O: -2.314 0.484 3.088  -0.4397
C: -1.833 -0.855 3.261  -0.5363
H: 0.143 -1.712 2.868  0.3688
H: -0.757 -1.212 1.428  0.0056
H: 0.488 0.610 3.521  0.2826
H: 0.702 0.709 1.768  0.0217
H: -1.570 1.483 1.454  0.0591
H: -1.197 2.228 3.024  0.3035
H: -1.659 -1.014 4.330  0.2758
H: -2.591 -1.563 2.923  0.2842

Calculated values
E_LUMO ... 0.4 eV
Electronic energy ... -71372.81822 eV

---

[8]
The following is a DFT calculation (ωB97M-V/def2-TZVPD) of C20H31CdO3 as an isolated structure.

Each line ends with the Mulliken charge.
Atoms and positions in Å:
O: -0.621 0.127 -3.400  -0.4253
C: 0.490 0.472 -4.231  0.4441
C: -0.237 1.610 -4.932  -0.7177
H: 0.713 -0.429 -4.816  -0.1587
H: 1.357 0.685 -3.608  -0.3604
C: -1.334 1.322 -3.837  1.6654
H: -0.641 1.409 -5.936  0.3898
H: 0.404 2.512 -4.925  0.1782
C: -2.731 0.806 -4.236  -1.6505
H: -2.686 -0.137 -4.793  0.3544
H: -3.303 1.503 -4.847  0.3799
H: -3.305 0.597 -3.327  0.3047
C: -1.303 2.369 -2.738  -1.4933
H: -0.280 2.666 -2.542  0.2971
H: -1.638 1.958 -1.791  0.1043
H: -1.835 3.287 -2.934  0.4416
Cd: 1.650 -2.305 -0.573  -0.1382
C: 1.460 1.612 0.925  -0.1697
C: 2.207 0.422 0.830  -0.5583
C: 2.506 0.189 -0.570  -1.6400
H: 2.458 -0.239 1.655  0.4991
C: 1.977 1.312 -1.292  -0.3749
C: 1.317 2.167 -0.369  -0.9335
H: 0.774 3.090 -0.606  0.4164
H: 1.005 2.051 1.824  0.4539
H: 3.272 -0.454 -1.025  0.6212
H: 2.120 1.471 -2.354  1.1554
C: -0.896 -0.757 1.499  0.7794
C: -1.760 0.407 1.128  -0.7831
C: -2.076 0.289 -0.189  -0.5497
H: -2.103 1.116 1.884  0.2676
C: -1.459 -0.856 -0.743  0.3230
C: -0.552 -1.470 0.145  -2.2556
H: -0.694 -2.550 0.324  0.7245
H: -1.538 -1.562 1.924  0.4200
H: -2.777 0.959 -0.714  0.9127
H: -1.692 -1.202 -1.754  0.3532
O: 0.751 -1.553 -6.066  -0.3690
C: 0.290 -0.694 -7.166  -0.0667
C: 0.710 -1.309 -8.489  -0.6373
H: 0.757 0.304 -7.108  0.1896
H: -0.803 -0.597 -7.089  0.2338
C: 1.690 -2.468 -8.093  -0.5478
H: 1.132 -0.532 -9.137  0.3147
H: -0.178 -1.680 -9.016  0.2089
C: 1.596 -2.606 -6.568  -0.4991
H: 2.700 -2.176 -8.396  0.2206
H: 1.501 -3.412 -8.601  0.3279
H: 2.566 -2.472 -6.075  0.2635
H: 1.150 -3.573 -6.260  0.2862
C: -0.282 -0.275 3.716  -0.8141
O: 0.170 -0.441 2.364  -0.2130
H: -0.998 0.569 3.783  0.2686
H: 0.591 -0.080 4.347  0.2471
H: -0.833 -1.181 4.061  0.3090

Calculated values
Total charge ... -1
E_LUMO (alpha / beta) ... 2.5 / 2.5 eV
ΔE to the lowest compared entry with this formula, charge and spin ... 1.220 eV
Electronic energy ... -31942.84085 eV

---

Number 1: maximum force 3.61 eV Å⁻¹. Number 2: maximum force 2.18 eV Å⁻¹. Number 3: maximum force 1.13 eV Å⁻¹. Number 4: maximum force 1.47 eV Å⁻¹. Number 5: maximum force 0.36 eV Å⁻¹. Number 6: maximum force 3.96 eV Å⁻¹. Number 7: maximum force 4.07 eV Å⁻¹. Number 8: maximum force 3.87 eV Å⁻¹.